A cluster of 2 separate species, C6H8F2 in total. Source: OMol25; level of theory: ωB97M-V with the def2-TZVPD basis set.

```
16
Properties=species:S:1:pos:R:3:forces:R:3:mulliken_charge:R:1
H -2.4193 -0.4806 1.3337 -1.0093 0.1880 1.0902 0.306
H -0.1083 -1.1862 -1.0849 -1.7953 -1.0416 0.1749 0.271
C 3.5671 0.5857 -0.3982 0.2421 -6.4527 -0.7634 -0.242
C 0.0341 0.8792 -0.0209 2.4543 0.5509 -1.6548 -0.069
H -1.8840 1.2235 1.8437 -0.6504 -0.6063 -0.7105 0.303
H -1.1919 -1.9229 0.1942 0.6053 -1.9065 1.8464 0.372
C 3.4839 -0.6128 -0.5669 -0.1664 2.4552 0.0858 0.087
F 3.2845 -1.8439 -0.8327 0.3179 -0.2196 0.1522 -0.234
F 0.1852 2.0785 0.5706 -0.1639 0.5893 0.5164 -0.290
H 3.3908 1.5464 -0.3168 -0.3217 4.2264 0.5344 0.432
C -2.1922 0.5312 1.0227 2.9909 -1.0972 1.4367 -1.127
C -1.1044 -1.1886 -0.5216 1.1680 2.0801 -1.7182 -1.221
H -2.0520 -1.3669 -1.0556 0.6071 0.5614 -0.7133 0.307
C -1.0340 0.1482 0.1557 -0.1597 -0.1223 -0.3362 0.608
H 0.9563 0.7393 -0.7062 -1.8955 -0.3792 1.2107 0.168
H -2.9157 0.8699 0.3831 -2.2235 1.1741 -1.1511 0.330
```
Forces are in eV/Å.

Output
Energy relative to the best compared isomer or geometry (same formula, charge and spin) in kcal per mole: 89.7
Structure (SMILES): CC(C)=CF.C#CF
LUMO level in eV: 0.78